Formula: C68H63F3N10O22
Source: the OMol25 dataset
Level of theory: the ωB97M-V functional and the def2-TZVPD basis

```
166
Properties=species:S:1:pos:R:3:forces:R:3
C 0.096084 7.121277 -5.692282 0.014 0.007 -0.004
C -3.749131 -0.462580 3.085577 -0.250 -0.558 -0.585
C -6.253853 -2.900424 8.410173 0.009 0.012 -0.009
H 3.956389 3.518399 -1.928708 -0.110 -0.046 0.135
C 3.187732 4.342546 -0.107023 0.042 -0.047 -0.034
C 8.998286 -3.661933 -0.437939 -0.062 0.068 -0.038
C -6.807169 -6.824316 -3.742316 0.076 0.050 0.059
O 7.197579 3.917882 -4.253319 0.191 -0.132 -0.092
C -5.117488 -7.238307 2.590176 0.121 0.107 0.095
C 5.526566 6.858774 -3.229233 -0.165 0.052 0.103
N -3.541580 -0.450247 6.313162 -0.053 -0.006 0.127
H -4.123728 2.072243 3.345726 -0.547 -0.292 0.286
H -3.154395 -2.512385 3.335463 0.228 -0.188 -0.014
H -7.409963 -8.879798 0.700786 -0.006 -0.056 0.088
H 8.460443 0.723213 4.315290 -0.084 0.123 0.025
H 4.661288 6.415408 -2.758230 0.037 -0.086 0.005
C -2.236620 1.811595 0.791682 -0.834 0.637 -0.301
H -4.624784 -7.316637 3.546943 -0.045 -0.088 0.040
C -7.703680 -4.247898 -4.281160 0.071 0.154 0.053
H -3.723961 -2.803217 -3.563561 -0.075 -0.024 0.087
O 4.007743 9.656052 -7.217036 0.004 0.190 -0.124
H 4.948037 8.869811 -2.797796 -0.022 0.001 0.022
C -5.476492 -6.108271 0.503063 0.021 0.004 -0.010
H -0.886760 6.751541 -5.433350 -0.019 -0.008 0.001
C -6.403490 -7.069896 0.129059 0.028 0.022 0.027
H -4.916216 2.180638 1.717361 -0.425 0.054 0.261
C 6.797481 3.386274 3.105437 0.021 -0.068 0.061
H 1.110587 -2.380238 5.552144 0.004 -0.009 0.024
H -5.254780 -5.292004 -0.169102 0.030 0.013 -0.042
C 9.328372 -3.517697 0.898969 0.116 -0.158 -0.055
O -3.752590 -2.322361 1.432386 0.020 -0.186 -0.226
O -9.952463 -4.015566 -5.765897 -0.056 0.220 -0.040
H -0.268662 4.194904 -1.834683 -0.046 0.045 0.076
N 4.014923 0.347198 3.272508 -0.159 -0.017 0.050
H -4.113604 0.179760 0.986134 -0.305 -0.375 -0.029
C 1.836069 3.811366 -2.029154 0.074 0.016 0.037
N -6.364479 -9.288615 3.121235 0.039 0.066 -0.061
F -3.335626 -1.736328 -1.019806 -1.732 -0.423 0.141
H -8.060665 -3.252976 -4.498727 -0.075 -0.018 -0.061
C -4.111028 -2.595138 7.367104 0.092 -0.162 0.005
C 7.386333 2.136792 3.125329 0.090 -0.140 -0.027
O -1.439962 5.016558 0.066300 -0.186 0.167 -0.141
C -4.482369 -1.300728 7.055930 -0.080 -0.080 0.033
N 6.321640 4.608880 -3.789645 -0.099 0.114 0.028
H 7.887872 -2.869585 -2.091484 -0.008 -0.004 -0.016
H -5.975288 0.233255 7.158515 0.082 0.030 -0.048
C 0.236773 -1.432883 3.835164 0.020 0.011 -0.011
H -4.102774 -5.443413 2.012171 0.025 0.008 0.001
H 8.628581 8.409497 -4.931799 0.022 0.002 -0.016
H -0.732986 -1.891108 3.980476 -0.008 0.016 0.024
H 3.323985 -1.331036 5.222834 0.074 0.050 -0.045
C -8.393717 -5.354696 -4.734753 0.090 -0.004 0.046
C 7.599337 -1.706023 -0.315501 0.023 -0.072 -0.065
N 6.173919 3.847683 1.860203 0.090 0.101 0.099
H -3.140603 -2.971604 7.082221 0.039 0.077 -0.042
O -7.166284 -10.115498 2.749134 -0.161 -0.162 -0.080
C 5.692557 8.231813 -3.253223 0.072 0.081 -0.034
H -0.454908 -4.314502 -6.935625 0.007 -0.099 0.018
O -2.480457 -0.938925 5.981309 0.167 -0.089 -0.022
H -5.524490 -3.180018 0.833424 -0.199 -0.150 0.032
C 2.590031 8.068849 -6.335585 -0.108 -0.034 0.037
O 4.893384 0.059140 4.055367 0.237 -0.075 0.156
C 0.436156 -0.567004 2.768465 0.023 -0.047 -0.011
C -6.604247 -1.595192 8.091973 0.025 -0.091 0.018
H -1.279330 2.064144 0.360094 0.428 -0.083 0.247
C -5.713787 -0.783154 7.409977 -0.151 0.117 0.015
C -2.743531 -4.487901 -4.441423 -0.122 0.024 0.198
H -8.528205 -7.488944 -4.841251 -0.069 0.043 -0.057
C 1.225152 6.403436 -5.321417 -0.083 0.048 -0.028
C -3.916060 -1.966948 2.789347 0.521 0.161 0.588
H 1.125340 5.475816 -4.775594 0.015 -0.017 0.023
H -4.735815 -4.412919 8.302373 0.015 -0.021 0.002
O -2.115466 -7.088919 -4.804375 -0.115 -0.139 0.139
H -3.074497 3.755610 1.424144 -0.362 0.109 -0.232
C 7.764240 7.973738 -4.451771 -0.062 0.052 0.055
H 1.592335 9.724955 -7.257225 0.103 0.012 -0.003
C -6.095197 -5.726449 -3.276568 -0.091 0.085 -0.062
C 7.992186 1.698570 4.289695 0.088 0.073 0.132
O 5.681329 4.964545 1.842208 0.054 -0.050 0.125
O -0.254483 5.626637 1.748482 0.063 0.164 0.106
O -10.214732 -6.142539 -5.896959 -0.106 -0.201 -0.070
H -6.454624 -7.825825 -3.537585 0.010 -0.024 -0.010
H 6.927958 9.863316 -3.885101 0.003 0.019 -0.015
C 2.513201 -1.124417 4.541286 0.033 -0.123 0.178
C -6.546342 -4.438120 -3.543239 -0.174 -0.408 -0.202
C 1.271118 -1.709311 4.719856 -0.081 0.018 -0.062
H 8.349037 5.954115 -4.883140 -0.033 -0.093 0.026
C -1.818410 -4.884516 -5.385398 -0.008 0.120 -0.013
C -7.968159 -6.642177 -4.475471 0.022 -0.212 0.010
H -6.953741 -3.532271 8.939615 -0.009 -0.010 0.016
H 9.414567 -4.481169 -1.006709 0.014 -0.022 -0.004
N -1.512229 -6.317704 -5.519430 -0.053 0.081 -0.007
H -5.185973 -5.879252 -2.709027 0.001 0.004 0.026
H -2.891545 -0.290049 3.722154 0.247 0.005 0.112
O 4.876049 7.909420 -6.317668 0.296 -0.141 -0.052
C 7.995243 2.516671 5.412230 -0.020 -0.002 -0.046
O -0.678033 -6.640810 -6.334865 0.166 -0.050 -0.161
O 4.151601 1.109465 2.338207 0.027 0.148 -0.190
C 1.480502 8.797148 -6.717600 -0.119 0.134 -0.073
C -2.855117 2.766296 1.796717 0.700 -0.139 -0.136
C 0.700918 4.238231 -1.361569 -0.063 -0.035 -0.221
H 6.312248 5.181785 4.172426 -0.030 0.007 -0.099
H -5.557607 -1.423021 0.998827 -0.164 0.223 0.009
H -4.861707 -2.326303 3.190151 -0.333 -0.105 -0.163
C -1.458541 -2.629298 -6.060683 -0.064 0.022 0.073
C -2.378740 -2.207936 -5.109366 0.087 -0.092 -0.056
O 6.193286 3.099918 0.908076 -0.004 -0.049 -0.215
H -6.900393 -6.994824 -0.827981 -0.034 -0.024 -0.012
F -5.455262 -1.225858 -1.394312 0.649 -0.840 0.402
H 2.132847 5.160116 1.575770 -0.082 0.036 0.019
C 6.492497 6.066154 -3.819295 0.031 0.122 0.036
C 3.077389 3.860496 -1.405911 -0.112 -0.096 0.131
H -3.238543 -5.215683 -3.819166 0.055 -0.105 -0.028
H -2.086813 2.892144 2.556158 -0.158 0.069 0.431
C 2.058393 4.785142 0.566057 0.102 0.010 0.101
O 9.916236 -3.095339 3.503475 0.158 -0.181 0.084
H 4.156621 4.369092 0.380978 -0.257 0.051 -0.139
F -4.803657 -3.331979 -1.435550 0.267 1.022 0.511
H -5.999353 -3.589607 -3.190487 0.082 0.232 0.031
O -2.223348 0.614489 1.529232 0.252 -0.986 -0.337
N -0.374942 5.173328 0.631769 0.038 -0.367 0.066
H -0.655600 8.870522 -6.681351 -0.015 0.020 -0.012
N 9.147428 -2.294956 3.021832 -0.041 0.023 -0.001
C 2.485738 6.875819 -5.645615 0.046 -0.162 0.109
H -7.573207 -1.208856 8.373992 -0.018 0.019 0.006
H 7.503315 -0.748367 1.599761 -0.005 0.040 0.132
H 8.471847 2.176573 6.321610 0.002 -0.010 0.024
C 7.612750 6.598338 -4.427825 0.138 0.015 -0.132
C 7.389718 3.766978 5.375562 0.042 -0.103 0.004
H 1.845302 0.701409 1.761074 0.099 0.019 0.000
H -2.595442 -1.154597 -4.994466 -0.008 0.015 0.002
H 9.997041 -4.214418 1.380441 0.008 0.042 0.090
C 6.783695 4.212045 4.213385 -0.038 0.149 0.116
C 2.694267 -0.268487 3.471694 -0.088 -0.042 -0.019
N 3.930341 8.585298 -6.655337 -0.155 -0.065 0.109
H -4.611935 -0.130802 3.647823 -0.259 0.135 0.101
O -5.805776 -9.300113 4.196245 0.110 0.003 0.207
H 6.927189 -1.002558 -0.786232 -0.011 0.024 0.004
H 1.752788 3.432153 -3.039267 -0.002 -0.031 -0.010
C 0.224181 8.313633 -6.392026 -0.006 -0.082 0.050
H 7.391404 4.397840 6.253209 -0.005 0.020 0.017
H -0.960311 -1.907141 -6.691733 0.018 0.005 -0.024
C -3.584662 0.449969 1.894916 -0.030 1.444 0.866
C 8.786228 -2.461032 1.605069 -0.022 -0.007 -0.084
N -9.617708 -5.155406 -5.529542 0.055 -0.001 0.074
C -3.016213 -3.139315 -4.301821 0.052 0.187 -0.146
C -6.046857 -8.183810 2.200508 0.024 0.094 -0.071
C 7.922527 -1.555193 1.022156 -0.122 0.139 -0.027
O -3.882884 0.685236 6.063695 -0.012 0.157 -0.009
C -5.008328 -3.397871 8.050992 -0.083 0.030 0.019
H -2.964496 1.719793 -0.024560 0.184 -0.142 -0.418
C -4.942204 -2.268517 0.708563 0.133 0.098 -0.253
O 8.656598 -1.364335 3.629884 -0.069 0.027 -0.060
C -4.631317 -2.128918 -0.784725 1.024 0.235 -0.633
C 6.807123 8.788836 -3.864836 0.000 -0.004 0.032
C -6.693060 -8.123321 0.980620 -0.105 -0.016 -0.122
C 0.832698 4.723448 -0.073446 0.152 0.035 -0.042
H 3.370632 6.326403 -5.360819 0.065 0.058 -0.028
H 7.373701 1.514984 2.245529 -0.070 0.042 -0.081
O 5.293564 4.181869 -3.296368 0.100 -0.040 -0.230
C 1.677150 0.022003 2.583165 -0.102 0.086 -0.125
C -4.830202 -6.192602 1.728616 -0.044 0.023 -0.053
C -4.033894 1.906012 2.282654 0.954 0.368 -0.540
C 8.138589 -2.756267 -1.045565 0.005 -0.002 0.015
C -1.170566 -3.977447 -6.201729 0.107 0.089 -0.137
H -0.374116 -0.338667 2.088848 0.033 -0.036 0.062
```
Forces are in eV/Å.

The spin multiplicity is 1. The value obtained for the total energy is -5130.53593 hartree. The SMILES is FC(F)(F)COCC[C@H]1CCCO1.O=[N+]([O-])c1ccccc1.O=[N+]([O-])c1ccccc1.O=[N+]([O-])c1ccccc1.O=[N+]([O-])c1ccccc1.O=[N+]([O-])c1ccccc1.O=[N+]([O-])c1ccccc1.O=[N+]([O-])c1ccccc1.O=[N+]([O-])c1ccccc1.O=[N+]([O-])c1ccccc1.O=[N+]([O-])c1ccccc1.